Entry 1:
{"formula": "C46H46BrIIrN5O7", "method": "ωB97M-V/def2-TZVPD", "s_squared": 0.766, "gap_ha": [0.2558, 0.2635], "largest_force_ev_per_a": 2.859, "relative_energy_kcal_mol": 114.0, "e_lumo_ev": [-3.670, -3.672], "total_charge": 1, "spin_multiplicity": 2, "e_tot_ev": -151204.52854, "species": ["Ir", "C", "C", "C", "O", "C", "O", "O", "H", "H", "H", "H", "H", "H", "H", "O", "N", "O", "C", "C", "C", "C", "C", "C", "N", "C", "C", "N", "C", "C", "C", "C", "H", "H", "H", "H", "H", "H", "H", "C", "C", "C", "C", "C", "C", "C", "C", "N", "C", "C", "C", "C", "C", "C", "C", "C", "C", "C", "H", "H", "H", "H", "H", "H", "H", "H", "H", "H", "H", "H", "H", "H", "H", "H", "H", "H", "H", "H", "H", "H", "H", "H", "I", "C", "C", "C", "C", "N", "C", "H", "H", "H", "H", "Br", "C", "C", "C", "C", "C", "C", "C", "O", "O", "H", "H", "H", "H"], "coordinates": [[-0.7747, 0.1082, -0.3612], [-4.0517, -3.6582, 0.4190], [-2.5306, -3.6187, 0.3008], [-2.0383, -5.0843, 0.3149], [-2.0521, -2.9375, -0.8605], [-1.9900, -2.7404, 1.4563], [-2.6304, -2.4823, 2.4279], [-0.7566, -2.1581, 1.2827], [-4.4812, -4.1319, -0.4646], [-4.4855, -2.6770, 0.5742], [-4.3144, -4.2581, 1.2889], [-2.8562, -5.7472, 0.0369], [-1.6949, -5.3944, 1.3015], [-1.2329, -5.2367, -0.4021], [-2.5840, -3.1390, -1.6405], [-1.3556, 3.2552, 6.8296], [-0.4873, 3.1693, 5.9840], [0.6364, 3.6029, 6.1390], [-0.8484, 2.5201, 4.7264], [-2.1685, 2.2098, 4.5873], [-2.6753, 1.6390, 3.4032], [-4.0536, 1.4194, 3.1961], [-4.4900, 1.0478, 1.9561], [-3.5493, 0.8219, 0.9471], [-2.2500, 0.8855, 1.1615], [-1.7963, 1.3271, 2.3500], [-0.4019, 1.6257, 2.4879], [0.3630, 1.3890, 1.4125], [1.6030, 1.8246, 1.4035], [2.1941, 2.4284, 2.5098], [1.4529, 2.6208, 3.6467], [0.0864, 2.2640, 3.6565], [-2.8431, 2.4549, 5.3949], [-4.7420, 1.5864, 4.0145], [-5.5421, 0.9208, 1.7437], [-3.8502, 0.6310, -0.0711], [2.1590, 1.7092, 0.4862], [3.2281, 2.7393, 2.4679], [1.8956, 3.0730, 4.5137], [-0.1007, -4.2473, 3.0085], [0.7375, -3.9790, 1.8022], [1.9279, -4.5657, 1.6306], [2.8028, -4.1858, 0.5597], [4.0847, -4.9287, 0.3545], [2.5157, -3.0928, -0.1950], [1.3141, -2.3222, -0.0757], [0.2330, -3.0306, 0.7379], [1.0711, -1.2117, -0.7028], [2.1015, -0.6362, -1.6168], [3.4356, -0.3427, -0.8993], [4.4259, 0.3021, -1.8716], [4.6772, -0.6650, -3.0330], [3.3645, -0.9022, -3.7863], [2.8329, 0.4251, -4.3276], [2.5570, 1.3498, -3.1406], [3.8765, 1.6220, -2.4163], [1.5739, 0.6999, -2.1644], [2.3104, -1.5269, -2.8643], [0.3702, -5.0067, 3.6280], [-1.1106, -4.5835, 2.7712], [-0.2053, -3.3324, 3.5954], [2.2685, -5.3087, 2.3412], [4.0534, -5.9038, 0.8367], [4.9212, -4.3697, 0.7801], [4.2983, -5.0676, -0.7044], [3.2711, -2.7891, -0.8949], [-0.2612, -3.6431, -0.0257], [3.8903, -1.2422, -0.4901], [3.2491, 0.3132, -0.0485], [5.3615, 0.4912, -1.3378], [5.0788, -1.6121, -2.6573], [5.4214, -0.2390, -3.7097], [3.5487, -1.5953, -4.6121], [1.9255, 0.2558, -4.9135], [3.5743, 0.8851, -4.9854], [2.1166, 2.2868, -3.4861], [3.7290, 2.3455, -1.6076], [4.5977, 2.0575, -3.1122], [0.6162, 0.5323, -2.6676], [1.4085, 1.3935, -1.3407], [2.6060, -2.5431, -2.6116], [1.3550, -1.5898, -3.3941], [-2.6533, 3.0155, -5.7966], [-3.3227, 1.6967, -4.3106], [-4.6713, 1.4271, -4.1538], [-5.0381, 0.5243, -3.1677], [-4.0446, -0.0430, -2.3875], [-2.7465, 0.2324, -2.5162], [-2.3954, 1.0825, -3.4780], [-5.4168, 1.9046, -4.7742], [-6.0753, 0.2666, -3.0030], [-4.3248, -0.7467, -1.6161], [-1.3427, 1.3089, -3.5808], [2.2918, 6.8379, 1.3298], [0.7779, 5.7324, 1.0372], [-0.3073, 5.8155, 1.8949], [-1.4235, 5.0285, 1.6485], [-1.4356, 4.1474, 0.5773], [-0.3308, 4.0623, -0.2615], [0.7808, 4.8630, -0.0421], [-0.3086, 3.0730, -1.4196], [0.3650, 3.3066, -2.4083], [-1.0422, 2.0220, -1.2288], [-0.2843, 6.4949, 2.7358], [-2.2905, 5.1029, 2.2940], [-2.3010, 3.5335, 0.3716], [1.6227, 4.8049, -0.7183]], "forces_ev_per_angstrom": [[-0.34, 0.65, 2.76], [0.12, 0.15, 0.11], [-0.12, -0.23, -0.12], [-0.03, -0.09, 0.10], [-0.30, 0.24, -0.23], [-0.52, 0.01, -0.13], [0.08, 0.22, -0.09], [0.16, 0.53, -0.33], [0.04, 0.02, -0.03], [-0.03, 0.22, -0.13], [-0.04, -0.03, -0.02], [0.00, 0.00, -0.04], [-0.09, -0.12, -0.24], [0.03, 0.00, 0.05], [-0.05, -0.10, 0.16], [0.01, -0.09, -0.12], [0.01, 0.40, 0.90], [0.08, -0.13, -0.32], [-0.84, -0.49, -0.83], [0.71, 0.37, 0.63], [-0.15, -0.44, -0.91], [0.23, 0.12, 0.19], [-0.12, -0.10, -0.04], [-0.06, 0.06, 0.11], [0.45, -0.41, -1.75], [-0.15, 0.19, 0.44], [0.12, 0.27, 0.48], [0.22, -0.41, -0.38], [-0.08, -0.05, 0.02], [-0.04, 0.07, 0.23], [-0.02, 0.00, -0.09], [0.21, -0.12, -0.16], [-0.01, -0.05, 0.01], [-0.05, 0.05, -0.03], [0.01, 0.04, -0.02], [-0.02, -0.21, 0.03], [-0.03, -0.06, -0.02], [0.00, 0.03, -0.02], [0.03, 0.06, 0.07], [-0.01, 0.06, 0.14], [0.36, -0.05, 0.01], [-0.50, -0.12, 0.45], [-0.05, 0.78, -0.59], [0.08, -0.08, 0.01], [0.82, -0.94, 0.02], [-0.90, 0.69, 0.00], [0.33, -0.13, -0.11], [-0.44, 0.29, -0.23], [0.22, 0.13, -0.54], [0.03, 0.03, -0.05], [0.15, 0.08, 0.02], [-0.14, 0.07, 0.09], [0.03, -0.11, -0.26], [0.03, -0.07, 0.19], [0.09, 0.14, -0.17], [-0.06, -0.11, 0.00], [0.32, -0.15, -0.01], [0.03, 0.03, 0.11], [0.02, -0.01, 0.00], [0.16, 0.06, 0.21], [-0.04, -0.02, 0.03], [0.01, -0.01, 0.02], [0.04, -0.02, -0.02], [-0.02, -0.01, 0.06], [-0.02, 0.01, -0.01], [-0.20, -0.20, -0.04], [0.36, 0.05, 0.00], [0.06, 0.25, 0.03], [0.03, -0.03, -0.02], [0.00, -0.05, 0.00], [0.02, -0.01, 0.00], [0.01, -0.05, -0.03], [-0.03, 0.02, 0.00], [-0.02, 0.03, 0.01], [-0.04, 0.01, -0.05], [0.03, -0.10, 0.06], [-0.01, -0.01, 0.03], [0.00, 0.06, 0.03], [0.01, 0.01, 0.08], [0.00, -0.08, -0.06], [-0.04, -0.02, -0.04], [-0.02, -0.06, 0.02], [-0.09, -0.19, 0.24], [0.10, 0.16, -0.28], [0.02, -0.02, 0.07], [0.06, 0.04, -0.01], [-0.09, 0.00, -0.11], [-0.07, -0.28, 0.08], [0.08, 0.06, -0.05], [0.02, 0.00, -0.04], [0.00, 0.00, -0.01], [0.07, -0.20, 0.11], [0.01, 0.01, 0.06], [-0.06, -0.10, 0.05], [0.13, -0.03, -0.05], [0.02, 0.07, 0.06], [-0.05, -0.11, -0.04], [0.06, 0.10, 0.04], [-0.10, -0.23, -0.34], [-0.09, 0.13, 0.05], [0.53, 0.46, 0.38], [-0.32, 0.00, 0.16], [-0.35, -0.92, 0.06], [0.00, 0.03, -0.02], [0.02, 0.05, 0.03], [-0.02, -0.03, -0.01], [0.00, 0.03, -0.02]]}

***

Entry 2:
{"formula": "C46H46N4O11P2SSn", "method": "ωB97M-V/def2-TZVPD", "gap_ha": 0.2827, "largest_force_ev_per_a": 0.591, "e_lumo_ev": 0.264, "spin_multiplicity": 1, "e_tot_ev": -112181.28161, "species": ["Sn", "C", "C", "O", "P", "O", "O", "O", "P", "O", "O", "O", "H", "H", "H", "H", "H", "H", "H", "C", "O", "C", "C", "C", "C", "C", "C", "N", "C", "N", "C", "C", "C", "C", "C", "C", "O", "C", "N", "C", "C", "C", "C", "C", "C", "O", "C", "H", "H", "H", "H", "H", "H", "H", "H", "H", "H", "H", "H", "H", "H", "H", "H", "H", "H", "H", "H", "H", "H", "C", "C", "O", "S", "C", "C", "C", "C", "C", "C", "C", "C", "H", "H", "H", "H", "H", "H", "H", "C", "C", "C", "C", "C", "C", "N", "C", "C", "C", "C", "C", "C", "H", "H", "H", "H", "H", "H", "H", "H", "H", "H"], "coordinates": [[0.0331, -0.3866, 0.0640], [4.1002, -0.9252, 3.5013], [2.9214, -0.5529, 2.6156], [2.6523, 0.8598, 2.7074], [1.3344, -1.2331, 3.2049], [1.4572, -2.7070, 3.7470], [1.0720, -0.4215, 4.5429], [0.2417, -1.0754, 2.1922], [3.2022, -1.0567, 0.8539], [2.6681, -2.5815, 0.9283], [4.5975, -1.0025, 0.3948], [2.1510, -0.1866, 0.1396], [3.9450, -0.5674, 4.5203], [5.0036, -0.4768, 3.0907], [4.2296, -2.0087, 3.5219], [2.3437, 1.1815, 1.8446], [0.9352, -3.3191, 3.1833], [1.2977, 0.5172, 4.4186], [3.1426, -3.1163, 0.2718], [-8.0590, -1.3089, 0.5432], [-6.7553, -1.0133, 0.0640], [-6.6616, -0.2537, -1.0582], [-7.7394, 0.2325, -1.7762], [-7.5214, 1.0284, -2.8998], [-6.2313, 1.3446, -3.2816], [-5.1452, 0.8620, -2.5531], [-5.3493, 0.0444, -1.4536], [-4.3272, -0.4838, -0.6375], [-2.9740, -0.3577, -0.8036], [-2.5133, -0.5722, -2.0525], [-1.3165, -0.1002, -2.6635], [-0.1157, 0.1030, -2.0068], [0.9863, 0.5739, -2.7327], [0.8942, 0.7885, -4.0940], [-0.3073, 0.5522, -4.7617], [-1.4083, 0.1267, -4.0467], [-2.6373, -0.1124, -4.5925], [-2.7690, 0.0396, -5.9983], [-2.1942, -0.1461, 0.2290], [-2.7833, 0.4152, 1.4108], [-2.6376, -0.1797, 2.6535], [-3.1653, 0.4164, 3.7975], [-3.8485, 1.6142, 3.6917], [-3.9909, 2.2364, 2.4521], [-3.4462, 1.6509, 1.3187], [-3.4887, 2.2002, 0.0833], [-4.1551, 3.4445, -0.0616], [-7.9262, -1.8850, 1.4525], [-8.6185, -1.9010, -0.1834], [-8.6112, -0.3954, 0.7712], [-8.7506, -0.0029, -1.4713], [-8.3693, 1.4009, -3.4618], [-6.0546, 1.9768, -4.1433], [-4.1403, 1.1425, -2.8427], [-4.6176, -0.6602, 0.3134], [-3.2158, -0.8555, -2.7185], [1.9274, 0.7433, -2.2188], [1.7582, 1.1256, -4.6556], [-0.3697, 0.7041, -5.8307], [-2.1536, -0.6885, -6.5304], [-2.4938, 1.0475, -6.3135], [-3.8157, -0.1333, -6.2262], [-2.0955, -1.1120, 2.7227], [-3.0342, -0.0609, 4.7611], [-4.2711, 2.0846, 4.5728], [-4.5128, 3.1817, 2.3845], [-4.0785, 3.7081, -1.1126], [-3.6751, 4.2184, 0.5430], [-5.2102, 3.3650, 0.2130], [-4.6829, 7.1399, 1.3379], [-4.0087, 8.2901, 2.0492], [-4.5812, 9.3155, 2.3046], [-2.2797, 8.1993, 2.5325], [-1.7443, 6.5598, 2.1201], [-1.0704, 6.3289, 0.9243], [-0.6020, 5.0588, 0.6224], [-0.7945, 4.0038, 1.5149], [-1.4601, 4.2455, 2.7206], [-1.9277, 5.5151, 3.0226], [-0.3502, 2.6757, 1.1888], [-0.0344, 1.5350, 0.9454], [-5.5934, 6.8903, 1.8832], [-4.0542, 6.2615, 1.2366], [-4.9770, 7.4917, 0.3472], [-0.9173, 7.1481, 0.2327], [-0.0812, 4.8738, -0.3088], [-1.6038, 3.4264, 3.4149], [-2.4370, 5.7034, 3.9603], [1.7359, -4.5888, -3.3335], [2.2428, -3.3867, -2.8665], [1.6018, -2.6831, -1.8517], [0.4172, -3.1532, -1.2784], [-0.0811, -4.3795, -1.7582], [0.5666, -5.0796, -2.7620], [-0.3141, -2.4471, -0.2948], [-0.8934, -3.2699, 0.7135], [-2.2478, -3.1855, 1.0213], [-2.8147, -3.9842, 2.0129], [-2.0460, -4.9062, 2.7025], [-0.6985, -5.0370, 2.3746], [-0.1324, -4.2321, 1.3953], [2.2400, -5.1353, -4.1208], [3.1631, -2.9878, -3.2783], [2.0512, -1.7684, -1.4979], [-0.9996, -4.7716, -1.3398], [0.1457, -6.0169, -3.1084], [-2.8640, -2.4971, 0.4596], [-3.8720, -3.8924, 2.2331], [-2.4898, -5.5350, 3.4651], [-0.0878, -5.7759, 2.8832], [0.9086, -4.3488, 1.1273]], "forces_ev_per_angstrom": [[-0.24, -0.06, -0.24], [-0.09, 0.03, 0.00], [-0.06, -0.20, -0.13], [0.36, -0.14, 0.02], [-0.11, 0.31, 0.20], [-0.26, -0.03, -0.27], [0.01, -0.05, -0.06], [0.18, -0.16, 0.13], [0.16, 0.15, 0.26], [0.14, 0.12, 0.03], [-0.17, 0.14, 0.04], [0.09, -0.42, -0.13], [0.00, -0.01, -0.02], [-0.02, 0.01, 0.00], [-0.01, 0.04, -0.01], [-0.14, -0.04, 0.00], [0.17, 0.12, 0.16], [-0.03, -0.14, -0.09], [-0.12, 0.01, 0.11], [0.07, 0.01, -0.02], [-0.16, -0.13, 0.18], [-0.04, 0.01, -0.06], [-0.05, 0.04, -0.08], [0.02, -0.02, 0.03], [0.01, -0.02, 0.02], [0.02, 0.09, -0.05], [0.14, 0.05, -0.04], [-0.07, 0.04, -0.05], [0.13, 0.06, 0.09], [0.13, 0.12, 0.08], [0.10, 0.00, 0.00], [0.10, 0.05, 0.03], [-0.15, 0.03, 0.00], [-0.01, -0.02, 0.02], [0.12, 0.04, -0.03], [0.01, -0.04, 0.01], [-0.16, 0.00, -0.24], [0.00, -0.03, 0.10], [-0.21, -0.01, 0.16], [0.05, -0.10, -0.15], [-0.06, -0.06, -0.09], [0.00, 0.03, -0.04], [0.00, -0.03, -0.05], [-0.09, -0.08, 0.06], [-0.01, 0.04, 0.13], [-0.15, 0.24, -0.21], [0.07, -0.07, 0.01], [0.03, -0.03, 0.03], [0.00, -0.01, -0.02], [0.00, 0.03, 0.01], [0.07, 0.02, -0.03], [0.05, -0.02, 0.03], [0.00, -0.03, 0.05], [-0.09, -0.02, 0.01], [-0.01, 0.01, 0.04], [0.00, -0.07, -0.02], [-0.08, -0.03, -0.04], [-0.06, -0.02, 0.03], [0.01, 0.00, 0.06], [0.03, 0.00, 0.01], [-0.01, 0.03, 0.01], [-0.05, -0.03, 0.01], [-0.02, 0.02, -0.01], [-0.01, 0.01, -0.06], [0.02, -0.03, -0.05], [0.05, -0.03, 0.01], [0.02, -0.01, -0.02], [0.04, -0.03, 0.00], [-0.02, -0.02, 0.01], [0.05, 0.04, -0.01], [-0.01, 0.03, 0.00], [0.02, -0.07, -0.02], [-0.14, 0.04, 0.00], [0.03, -0.04, -0.02], [-0.01, -0.07, -0.02], [0.00, 0.09, -0.05], [0.02, -0.17, -0.02], [0.03, 0.04, 0.07], [0.04, -0.08, -0.04], [0.00, 0.40, 0.25], [0.10, 0.12, -0.01], [0.03, 0.02, 0.01], [0.00, 0.02, 0.03], [0.02, 0.01, 0.04], [0.01, -0.02, 0.01], [-0.02, 0.01, 0.03], [0.01, 0.06, -0.04], [0.03, -0.01, -0.02], [-0.03, 0.00, 0.05], [-0.02, 0.01, 0.03], [0.01, -0.01, -0.06], [-0.27, -0.14, -0.08], [0.02, 0.12, -0.02], [0.00, 0.03, 0.02], [0.40, -0.25, 0.35], [0.02, -0.04, -0.19], [-0.05, -0.01, 0.03], [0.05, 0.04, -0.05], [0.01, 0.00, 0.00], [0.05, 0.06, -0.03], [-0.04, 0.00, 0.06], [-0.01, 0.02, 0.03], [-0.04, 0.01, 0.01], [-0.07, 0.07, -0.14], [0.00, -0.01, -0.01], [0.01, 0.03, 0.02], [0.00, -0.11, 0.07], [0.02, 0.02, -0.02], [0.03, 0.04, -0.03], [-0.02, 0.02, -0.04], [0.07, -0.02, -0.02]]}